1.
Below is a cluster of 2 separate species, C20H41NO8P2 in total at a distorted geometry, with properties calculated with ωB97M-V/def2-TZVPD.

Summary:
Energy   -57850.5195 eV

```
! wB97M-V def2-TZVPD RIJCOSX def2/J DEFGRID3
* xyz 0 1
C 0.825 4.299 1.639
C 1.851 5.085 0.747
O 1.529 5.324 -0.397
O 3.096 5.452 1.255
C 4.152 4.564 0.807
C 3.770 3.037 0.890
C 5.033 2.099 0.835
C 4.617 0.660 1.314
C 3.665 -0.026 0.231
C 2.617 -0.917 1.008
C 1.106 -0.657 0.573
C 0.941 -0.779 -0.986
C -0.539 -1.008 -1.508
C -0.549 -0.516 -3.037
C -1.209 0.891 -3.270
C -0.488 2.099 -2.562
O -1.382 2.999 -1.878
C -0.737 -2.599 -1.602
C -1.024 -3.255 -0.202
C -2.239 -2.499 0.440
N -2.034 -1.018 0.604
P -3.670 -0.355 1.071
P -3.547 0.472 3.082
O -3.443 -0.633 4.065
O -2.357 1.624 3.190
O -4.996 1.282 3.324
C -1.646 -0.307 -0.663
H 1.294 4.152 2.649
H 0.674 3.288 1.174
H -0.162 4.811 1.697
H 4.479 4.863 -0.226
H 5.012 4.710 1.508
H 3.240 2.873 1.861
H 3.102 2.794 0.026
H 5.807 2.533 1.516
H 5.434 2.107 -0.209
H 4.092 0.784 2.300
H 5.531 0.045 1.508
H 4.338 -0.735 -0.322
H 3.216 0.721 -0.460
H 2.669 -0.807 2.122
H 2.818 -1.997 0.787
H 0.878 0.392 0.913
H 0.517 -1.421 1.148
H 1.526 -1.692 -1.293
H 1.467 0.083 -1.463
H -1.015 -1.288 -3.706
H 0.521 -0.438 -3.369
H -2.298 0.934 -2.996
H -1.182 1.086 -4.377
H 0.010 2.710 -3.362
H 0.313 1.809 -1.838
H -2.246 2.584 -1.723
H -1.672 -2.743 -2.214
H 0.100 -3.076 -2.167
H -1.393 -4.311 -0.413
H -0.130 -3.369 0.455
H -3.218 -2.659 -0.080
H -2.376 -2.920 1.475
H -1.430 -0.763 1.404
H -3.926 0.722 0.160
H -2.805 2.472 3.388
H -5.253 1.635 2.442
H -2.579 -0.292 -1.294
H -1.430 0.765 -0.419
C -3.982 -7.113 -1.060
C -3.772 -5.734 -0.431
O -2.950 -5.676 0.517
O -4.447 -4.800 -0.935
H -3.365 -7.869 -0.573
H -5.029 -7.407 -0.967
H -3.720 -7.080 -2.120
*
```

These are the Löwdin partial charges, in e, on atoms 1 to 5: number 1, C, carries 0.003; number 2, C, carries -0.488; number 3, O, carries 0.107; number 4, O, carries -0.054; number 5, C, carries -0.163

2.
Below is a cluster of 2 separate species, C3H4ClFO in total at a distorted geometry, with properties calculated with ωB97M-V/def2-TZVPD.

Summary:
Energy above the lowest of the compared OMol25 structures with the same formula, charge and spin   125.8 kcal per mole

```
! wB97M-V def2-TZVPD RIJCOSX def2/J DEFGRID3
* xyz 0 1
C -2.597 -0.135 0.974
C -1.288 -0.761 1.002
C 1.147 -0.355 -0.174
O -2.362 -1.100 0.189
F -0.955 -1.708 1.927
Cl -3.817 -0.556 2.195
H -2.692 0.903 0.644
H 1.311 -0.763 0.750
H 1.138 0.683 -0.215
H 0.735 -0.927 -0.909
*
```

These are the Löwdin partial charges, in e, on atoms 1 to 5: number 1, C, carries -0.751; number 2, C, carries -0.200; number 3, C, carries 0.175; number 4, O, carries 0.042; number 5, F, carries 0.043

3.
Below is a cluster of 2 separate species, C2H6N in total at a distorted geometry, with properties calculated with ωB97M-V/def2-TZVPD.

Summary:
Energy above the lowest of the compared OMol25 structures with the same formula, charge and spin   64.7 kcal per mole

```
! wB97M-V def2-TZVPD RIJCOSX def2/J DEFGRID3
* xyz 1 1
C 0.795 0.420 0.004
C 0.092 -0.840 -0.042
N -0.711 0.373 -0.127
H 0.935 0.672 1.085
H 1.413 0.869 -0.872
H 0.024 -1.379 -0.914
H 0.220 -1.343 0.826
H -1.462 0.680 1.053
H -1.306 0.547 -1.013
*
```

These are the Löwdin partial charges, in e, on atoms 1 to 5: number 1, C, carries -0.044; number 2, C, carries -0.114; number 3, N, carries 0.025; number 4, H, carries 0.145; number 5, H, carries 0.179

4.
Below is the molecule C26H34N4O7S at a distorted geometry, with properties calculated with ωB97M-V/def2-TZVPD.

Summary:
Energy above the lowest of the compared OMol25 structures with the same formula, charge and spin   0.0 kcal per mole
SMILES string   COc1ccc(C[C@@H](NC(C)=O)C(=O)NC2CCN(S(=O)(=O)c3ccc(NC(C)=O)cc3)CC2)c(OC)c1

```
! wB97M-V def2-TZVPD RIJCOSX def2/J DEFGRID3
* xyz 0 1
C -7.618 -1.387 -0.511
H -8.231 -0.569 -0.119
O -6.474 -1.600 0.279
C -5.583 -0.579 0.422
C -5.689 0.664 -0.184
C -4.697 1.610 0.036
C -3.609 1.354 0.843
C -3.506 0.091 1.457
C -4.491 -0.858 1.247
H -4.444 -1.835 1.697
O -2.410 -0.100 2.234
C -2.280 -1.314 2.944
H -2.148 -2.161 2.266
H -3.142 -1.488 3.595
H -1.385 -1.197 3.554
C -2.498 2.344 1.035
H -2.147 2.314 2.067
H -2.830 3.360 0.815
C -1.321 1.974 0.129
N -1.578 2.387 -1.237
C -1.252 1.655 -2.314
O -0.672 0.583 -2.231
C -1.673 2.268 -3.630
H -2.753 2.390 -3.655
H -1.366 1.623 -4.448
H -1.208 3.244 -3.752
H -2.014 3.287 -1.358
H -1.207 0.883 0.117
C 0.014 2.565 0.628
O 0.096 3.437 1.463
N 1.065 1.998 0.004
H 0.880 1.231 -0.629
C 2.442 2.138 0.447
C 2.703 1.114 1.563
C 4.195 0.938 1.854
N 4.955 0.677 0.659
S 5.179 -0.911 0.196
O 5.584 -1.623 1.371
O 6.047 -0.879 -0.945
C 3.573 -1.520 -0.317
C 2.724 -2.101 0.607
C 1.406 -2.360 0.274
C 0.931 -2.004 -0.990
C 1.823 -1.497 -1.941
C 3.141 -1.263 -1.607
H 3.849 -0.880 -2.325
H 1.461 -1.260 -2.931
N -0.403 -2.103 -1.362
C -1.469 -2.569 -0.647
O -1.388 -3.109 0.434
C -2.777 -2.345 -1.372
H -3.596 -2.749 -0.786
H -2.754 -2.830 -2.345
H -2.935 -1.277 -1.515
H -0.621 -1.594 -2.210
H 0.733 -2.802 0.990
H 3.108 -2.334 1.588
C 4.816 1.692 -0.352
C 3.358 1.925 -0.760
H 3.302 2.791 -1.422
H 2.998 1.055 -1.312
H 5.410 1.368 -1.207
H 5.245 2.619 0.044
H 4.365 0.097 2.527
H 4.595 1.846 2.317
H 2.188 1.440 2.468
H 2.276 0.157 1.259
H 2.556 3.151 0.846
H -4.788 2.579 -0.435
H -6.523 0.911 -0.820
H -7.354 -1.175 -1.553
H -8.185 -2.315 -0.467
*
```

These are the Löwdin partial charges, in e, on atoms 1 to 5: number 1, C, carries -0.090; number 2, H, carries 0.096; number 3, O, carries -0.084; number 4, C, carries -0.281; number 5, C, carries -0.030

5.
Below is a structure of composition C5H6O at a distorted geometry, with properties calculated with ωB97M-V/def2-TZVPD.

Summary:
Energy above the lowest of the compared OMol25 structures with the same formula, charge and spin   110.1 kcal per mole

```
! wB97M-V def2-TZVPD RIJCOSX def2/J DEFGRID3
* xyz 0 1
C -2.565 0.415 -0.012
C -1.377 0.230 -0.057
C 1.261 0.521 -0.619
C 1.119 0.334 0.797
C 0.012 -0.086 -0.065
O 0.248 -1.906 -0.174
H -3.539 0.839 -0.239
H 1.200 1.499 -1.147
H 1.927 -0.189 -1.036
H 1.583 -0.517 1.095
H 0.751 1.207 1.540
H -0.620 -2.347 -0.084
*
```

These are the Löwdin partial charges, in e, on atoms 1 to 5: number 1, C, carries 0.128; number 2, C, carries -0.078; number 3, C, carries -0.088; number 4, C, carries -0.115; number 5, C, carries -0.282

6.
Below is the ion C6H16N with charge +1 at a distorted geometry, with properties calculated with ωB97M-V/def2-TZVPD.

Summary:
Energy above the lowest of the compared OMol25 structures with the same formula, charge and spin   50.0 kcal per mole
SMILES string   CCCCCC[NH3+]

```
! wB97M-V def2-TZVPD RIJCOSX def2/J DEFGRID3
* xyz 1 1
C -2.996 -1.520 -0.223
C -1.773 -0.932 0.444
C -1.154 0.378 0.029
C 0.015 0.030 -0.852
C 1.208 1.032 -0.926
C 1.818 1.232 0.465
N 2.643 0.015 0.874
H -3.296 -2.511 0.164
H -3.781 -0.830 -0.335
H -2.724 -1.816 -1.222
H -1.007 -1.817 0.662
H -2.049 -0.862 1.450
H -1.947 0.954 -0.652
H -0.901 1.126 0.828
H 0.346 -1.027 -0.595
H -0.259 -0.295 -1.858
H 1.847 0.865 -1.729
H 0.758 2.153 -1.002
H 0.990 1.409 1.252
H 2.407 2.179 0.495
H 2.885 -0.676 0.092
H 3.510 0.209 1.297
H 2.018 -0.483 1.415
*
```

These are the Löwdin partial charges, in e, on atoms 1 to 5: number 1, C, carries -0.098; number 2, C, carries -0.306; number 3, C, carries -0.218; number 4, C, carries -0.249; number 5, C, carries -0.168